Entry 1:
16
Properties=species:S:1:pos:R:3:mulliken_charge:R:1 method="wB97M-V/def2-TZVPD" de_lowest_ev=2.422 smiles=CSS.O.O.O e_homo_ev=-8.6541 energy_ev=-29010.08103 spin_multiplicity=1
S 1.2470 -2.8079 -0.2662 -0.290
S 2.4225 -0.9703 -0.5115 0.003
O -1.3413 -1.7505 1.1829 -0.637
O -1.4934 1.0982 1.3874 -0.578
O -1.5166 3.0708 -3.7041 -0.628
C 2.3560 -0.5922 1.3001 -0.676
H -2.2366 3.1622 -2.9425 0.320
H 2.4546 -1.6418 1.9363 0.291
H -2.0626 2.4373 -4.1287 0.308
H -0.3762 -1.7544 0.9039 0.325
H 2.9735 0.3649 1.1675 0.283
H -1.2595 -1.0234 1.8733 0.325
H -1.7961 1.0061 0.4988 0.300
H 1.3179 -0.1307 1.4571 0.179
H -1.5100 2.0349 1.2965 0.277
H 0.8207 -2.5032 -1.4507 0.198



Entry 2:
17
Properties=species:S:1:pos:R:3:mulliken_charge:R:1 method="wB97M-V/def2-TZVPD" de_lowest_ev=1.720 smiles="O=CO.O.O.O.O" e_homo_ev=-11.0272 energy_ev=-13483.58407 spin_multiplicity=1
O 2.4775 1.0303 -0.9755 -0.602
O -1.0706 -1.0301 -1.3247 -0.688
O -0.9771 1.8264 0.6938 -0.633
O 0.5958 -0.6555 1.0825 -0.368
O 1.7690 -2.4785 1.2662 -0.494
O -3.5347 0.2847 -0.2016 -0.641
C 1.7038 -1.2875 1.3713 0.222
H -3.2996 0.0626 0.6131 0.279
H 0.5768 0.3048 0.8165 0.340
H 2.5289 1.2773 -1.9185 0.303
H 3.4136 0.9687 -0.6350 0.313
H -0.7678 -1.5576 -0.5370 0.326
H -0.4055 -1.2206 -2.0045 0.313
H -2.7772 -0.1019 -0.7516 0.369
H 2.5027 -0.6309 1.7212 0.327
H -1.8956 2.1759 0.4802 0.346
H -0.8399 1.0319 0.3036 0.286



Entry 3:
17
Properties=species:S:1:pos:R:3:mulliken_charge:R:1 method="wB97M-V/def2-TZVPD" de_lowest_ev=0.000 smiles="[PH2]#P=P[PH]#[PH2].CP" e_homo_ev=-8.6281 energy_ev=-56929.57140 spin_multiplicity=1
P 0.5843 -2.4150 -0.2722 -0.139
P 2.1755 0.1032 -1.3669 0.040
P 3.3580 1.8106 -0.7211 -0.162
P 1.7807 -0.7313 0.4507 0.020
P -2.8094 2.0140 -0.6091 -0.067
P -0.2003 -3.0069 1.6566 -0.105
C -1.4792 1.0222 0.2165 -0.619
H -1.6484 0.9370 1.2860 0.310
H 2.8521 2.6195 -1.7392 0.069
H 4.4543 1.4615 -1.5100 0.073
H -3.8714 1.4365 0.0837 0.020
H -1.4498 0.0282 -0.2311 0.175
H -1.4064 -2.3436 1.4660 0.046
H -0.7236 -4.1960 1.1557 0.069
H -2.7515 3.0785 0.2875 0.020
H -0.5159 1.4977 0.0451 0.142
H 1.6511 -3.3160 -0.1981 0.108



Entry 4:
17
Properties=species:S:1:pos:R:3:mulliken_charge:R:1 method="wB97M-V/def2-TZVPD" de_lowest_ev=1.500 e_homo_ev=-14.1341 energy_ev=-10331.84114 total_charge=+1 spin_multiplicity=1
O 0.7535 2.3926 -2.7589 -0.632
O -0.6531 -0.2526 -1.2273 -0.676
O -0.6358 3.2114 0.9316 -0.624
N -0.6077 -3.1008 1.6977 -0.299
N 0.6239 -1.4059 0.7685 -0.225
C 0.5635 -2.5839 1.3548 0.272
H 0.1957 2.9478 1.3459 0.304
H -0.2915 3.9799 0.4469 0.322
H -0.0821 -1.0331 0.0764 0.280
H -0.6777 -3.9958 2.1583 0.250
H -1.6220 -0.2529 -1.3492 0.327
H 1.4391 3.0711 -2.7604 0.311
H -0.4142 0.5229 -1.7458 0.302
H 1.4020 -2.7905 2.0185 0.321
H -1.4524 -2.6257 1.4215 0.214
H 0.1146 2.6696 -3.4242 0.322
H 1.3440 -0.7540 1.0457 0.232



Entry 5:
17
Properties=species:S:1:pos:R:3:mulliken_charge:R:1 method="wB97M-V/def2-TZVPD" de_lowest_ev=1.091 e_homo_ev=-14.9677 energy_ev=-10332.25016 total_charge=+1 spin_multiplicity=1
O -0.4094 -2.4669 0.1295 -0.680
O -1.2449 -0.3012 1.7692 -0.692
O 1.5513 1.7603 1.6753 -0.625
N -0.1774 -0.7007 -2.0586 -0.263
N 0.1846 1.2484 -0.7681 -0.228
C 0.2322 0.5462 -1.8806 0.187
H -0.5838 -1.8966 0.9037 0.314
H -0.1267 0.8813 0.1745 0.206
H 2.0046 2.5363 1.7111 0.306
H -0.1518 -1.4517 -1.2927 0.340
H -0.3482 -0.9501 -2.9726 0.220
H -1.1349 -0.1049 2.6696 0.296
H 0.9175 1.9077 2.4119 0.321
H -0.2086 -3.2633 0.6625 0.366
H 0.5718 2.2029 -0.6598 0.251
H 0.6015 0.9875 -2.8110 0.343
H -2.1606 0.1023 1.6818 0.339



Entry 6:
17
Properties=species:S:1:pos:R:3:mulliken_charge:R:1 method="wB97M-V/def2-TZVPD" de_lowest_ev=1.419 e_homo_ev=-15.2658 energy_ev=-10331.92251 total_charge=+1 spin_multiplicity=1
O -1.7186 2.6882 -1.2100 -0.637
O 2.3028 -2.7658 0.9063 -0.640
O -1.6373 1.1779 1.0174 -0.654
N 1.3085 0.1541 0.1976 -0.251
N -0.5517 -0.6611 -0.7508 -0.210
C 0.6986 -0.8395 -0.4743 0.283
H 0.7861 0.8975 0.6446 0.188
H -1.9908 1.0253 1.8990 0.277
H 2.2117 -3.1822 1.7713 0.306
H -0.9837 0.2218 -0.4523 0.097
H -2.0378 1.7821 -1.0854 0.290
H -2.5858 3.0850 -1.3638 0.358
H -1.6444 2.1382 0.9202 0.357
H 1.5052 -1.5223 -0.6821 0.347
H 2.3542 -3.5225 0.3195 0.335
H 2.2735 0.2258 0.4838 0.246
H -1.0727 -1.0552 -1.5264 0.308



Entry 7:
16
Properties=species:S:1:pos:R:3:mulliken_charge:R:1 method="wB97M-V/def2-TZVPD" de_lowest_ev=0.838 smiles=CN.O.O.O e_homo_ev=-9.8518 energy_ev=-8847.76021 spin_multiplicity=1
O -1.2323 0.4660 2.0610 -0.662
O -0.2630 -1.7171 -4.4760 -0.640
O 1.2029 -0.8192 3.3467 -0.644
N -0.4625 1.2009 -0.6779 -0.605
C 0.9363 0.9400 -0.2218 -0.679
H 1.6630 1.1155 -1.1021 0.278
H -1.0504 -1.1697 -4.4679 0.320
H 0.2606 -0.7320 3.1043 0.331
H -0.4921 -2.6355 -4.6323 0.321
H 1.3222 -0.1751 4.0515 0.296
H -0.5279 2.1060 -1.1192 0.209
H -0.8243 0.5329 -1.3441 0.182
H 1.1463 1.6699 0.5661 0.279
H -1.6090 1.3330 2.2842 0.308
H -1.0889 0.7265 1.1248 0.402
H 0.9603 -0.1061 0.0951 0.304



Entry 8:
16
Properties=species:S:1:pos:R:3:mulliken_charge:R:1 method="wB97M-V/def2-TZVPD" de_lowest_ev=0.852 smiles=CN.O.O.O e_homo_ev=-9.6333 energy_ev=-8847.74628 spin_multiplicity=1
O 0.2895 1.4311 1.4181 -0.728
O 0.9616 -0.4783 -1.6834 -0.621
O -0.4490 2.1558 -1.1982 -0.716
N 0.3388 -1.6066 0.8255 -0.564
C -1.2205 -1.8250 0.7789 -0.682
H 0.7674 -2.3303 1.3806 0.246
H 0.4043 0.3241 -1.5597 0.342
H -1.3863 2.5132 -1.1081 0.326
H -1.5645 -2.5161 0.0488 0.285
H -1.4540 -2.1841 1.7710 0.348
H -0.1953 2.1435 -0.2759 0.404
H 1.4793 -0.1741 -2.4326 0.298
H 0.4718 0.6035 0.8686 0.374
H 0.6288 -1.7754 -0.1765 0.200
H 1.1042 1.4923 1.9496 0.301
H -1.7210 -0.7696 0.7908 0.185



Entry 9:
17
Properties=species:S:1:pos:R:3:mulliken_charge:R:1 method="wB97M-V/def2-TZVPD" de_lowest_ev=2.334 smiles="C=N.O.O.O.O" e_homo_ev=-10.1789 energy_ev=-10893.69110 spin_multiplicity=1
O -3.3811 -3.3234 -2.2189 -0.612
O -3.8799 -5.8640 0.6214 -0.624
O 1.6416 3.6673 0.5997 -0.670
O -1.3720 -2.6009 -0.2592 -0.645
N 3.7332 5.3828 0.5289 -0.516
C 4.7675 4.8195 1.0044 -0.163
H 5.6565 4.7549 0.3436 0.206
H -3.4273 -6.7130 0.5030 0.310
H 3.9705 6.0056 -0.2371 0.228
H 1.5525 3.7062 1.5666 0.320
H 2.5769 4.0041 0.6303 0.332
H -0.7952 -3.2161 -0.7068 0.311
H 4.9200 4.3020 1.9493 0.264
H -1.8244 -1.9773 -0.8317 0.320
H -3.8518 -3.7697 -1.4921 0.314
H -3.3261 -5.6435 1.3870 0.318
H -4.2318 -3.1200 -2.6407 0.308



Entry 10:
17
Properties=species:S:1:pos:R:3:mulliken_charge:R:1 method="wB97M-V/def2-TZVPD" de_lowest_ev=1.050 smiles=NCO.O.O.O e_homo_ev=-9.8230 energy_ev=-10894.97575 spin_multiplicity=1
O 0.9293 2.4271 -3.6436 -0.652
O -0.3202 1.6046 0.1803 -0.687
O 1.5946 -1.2171 1.2155 -0.541
O -1.3319 0.6154 -2.1175 -0.646
N -0.1222 -2.4001 2.6056 -0.510
C 0.2496 -1.5946 1.4747 -0.026
H 0.2347 2.4084 0.2845 0.330
H -0.3125 -1.9132 3.4605 0.188
H 0.6861 1.7874 -2.9419 0.335
H 2.2094 -1.7182 1.7540 0.274
H -2.1833 1.0234 -2.3021 0.333
H -0.0880 -2.2033 0.6287 0.229
H 0.1228 2.9766 -3.6755 0.313
H -0.3065 -0.6585 1.5565 0.189
H -0.6840 -3.2042 2.4103 0.209
H 0.4608 1.0337 0.3759 0.301
H -1.1386 1.0326 -1.2657 0.360



Entry 11:
17
Properties=species:S:1:pos:R:3:mulliken_charge:R:1 method="wB97M-V/def2-TZVPD" de_lowest_ev=1.169 smiles="C=N.O.O.O.O" e_homo_ev=-10.4330 energy_ev=-10894.85687 spin_multiplicity=1
O 1.0321 -1.8161 2.3570 -0.704
O 1.2969 -0.8162 -0.2339 -0.719
O 0.5022 1.9737 0.1352 -0.677
O 0.4426 0.7404 3.3021 -0.659
N -1.0531 -0.2260 -3.1831 -0.445
C -2.2877 -0.3234 -3.4793 -0.210
H -0.3330 0.8220 3.8648 0.327
H -3.0732 0.4345 -3.4384 0.224
H -0.2642 2.1804 -0.3913 0.303
H 1.2721 0.1313 -0.0913 0.364
H 0.4645 -0.2174 3.1336 0.377
H 1.8611 -0.9805 -1.0123 0.326
H 1.4925 -1.4011 1.5963 0.357
H 0.2506 2.0137 1.0635 0.343
H -2.5896 -1.3673 -3.5625 0.228
H -0.8539 0.7510 -2.9379 0.211
H 1.8401 -1.8989 2.8776 0.355



Entry 12:
17
Properties=species:S:1:pos:R:3:mulliken_charge:R:1 method="wB97M-V/def2-TZVPD" de_lowest_ev=5.016 e_homo_ev=-9.9291 energy_ev=-10891.00979 spin_multiplicity=1
O 2.9612 0.1700 -1.3870 -0.608
O -0.4045 0.0927 -1.8235 -0.698
O 1.4198 -2.0433 1.2409 -0.658
O 0.8927 1.2594 0.6534 -0.584
N -1.3942 -0.4001 0.4748 -0.643
C -2.4382 0.3109 0.8930 -0.288
H 0.1852 0.6191 0.8625 0.248
H 0.4864 -2.2187 1.3876 0.310
H 2.2894 0.6952 -0.9298 0.312
H 3.3583 0.7361 -2.0360 0.288
H -0.8168 -0.1846 -0.9288 0.520
H -2.7361 1.2491 0.4186 0.294
H 0.8279 1.7682 1.4797 0.324
H 1.4832 -1.1429 0.8676 0.369
H -0.7271 -0.2957 -2.6507 0.262
H -2.3133 -0.4992 -0.1989 0.255
H -3.0737 -0.1162 1.6768 0.296